No. 1
One molecule with the formula C3H7BrN2S, computed with the ωB97M-V functional and the def2-TZVPD basis.

## Properties
**E_tot**: -87081.151 eV
**2S+1**: 1
**Maximum force**: 0.072 hartree/bohr
**HOMO-LUMO gap**: 7.94 eV
**Highest occupied orbital energy**: -8.492 eV
**Relative energy (zero: lowest compared OMol25 entry of this formula, charge and spin)**: 1.8 kcal/mol

Last column: Löwdin charge in e.
Geometry (Å):
C  1.041  0.176  1.008  -0.959
C  -1.868  -0.430  -0.836  -0.135
C  -0.527  -0.871  -0.629  -0.421
N  1.845  1.251  1.330  0.022
N  0.110  0.271  -0.047  -0.454
S  1.320  -1.226  1.793  0.650
Br  0.425  1.675  -1.345  0.788
H  -1.743  0.358  -1.521  0.004
H  -2.459  -1.326  -1.104  0.103
H  -2.218  -0.079  0.140  0.100
H  -0.484  -1.714  0.080  0.081
H  -0.015  -1.194  -1.487  0.102
H  1.944  2.061  0.685  0.045
H  2.629  1.048  1.933  0.076

=====

No. 2
One molecule with the formula C3H6N2O2, computed with the ωB97M-V functional and the def2-TZVPD basis.

## Properties
**E_tot**: -10282.625 eV
**2S+1**: 1
**Maximum force**: 0.124 hartree/bohr
**HOMO-LUMO gap**: 9.70 eV
**Highest occupied orbital energy**: -9.022 eV
**Relative energy (zero: lowest compared OMol25 entry of this formula, charge and spin)**: 50.1 kcal/mol

Last column: Löwdin charge in e.
Geometry (Å):
C  -1.274  1.216  -0.254  0.008
C  1.236  0.005  0.187  -0.589
C  -0.884  -0.162  0.194  -0.445
N  2.126  -0.880  -0.318  0.165
O  -1.925  -1.024  0.045  0.056
N  0.085  -0.618  0.924  0.165
O  1.542  1.109  0.598  0.044
H  -1.750  -1.843  0.530  0.114
H  1.841  -1.828  -0.493  0.099
H  3.107  -0.647  -0.294  0.112
H  -0.929  1.376  -1.275  0.095
H  -2.354  1.332  -0.237  0.088
H  -0.821  1.964  0.393  0.088

=====

No. 3
A 3-piece molecular cluster, C4H16N2O2 overall, computed with the ωB97M-V functional and the def2-TZVPD basis.

## Properties
**E_tot**: -11474.181 eV
**2S+1**: 2
**Maximum force**: 0.032 hartree/bohr
**HOMO-LUMO gap (spin up / spin down)**: 11.09 / 5.91 eV
**Highest occupied orbital energy (spin up / spin down)**: -13.856 / -13.772 eV
**Relative energy (zero: lowest compared OMol25 entry of this formula, charge and spin)**: 20.3 kcal/mol
**Total charge**: +1

Last column: Löwdin charge in e.
Geometry (Å):
N  1.664  0.616  0.884  0.323
C  1.390  -0.766  0.655  -0.351
C  2.185  -1.361  -0.492  -0.028
C  -0.125  -0.778  0.311  -0.181
N  -0.897  -0.117  1.345  -0.145
C  -2.332  -0.274  1.110  -0.084
H  1.037  1.079  1.558  0.142
H  1.725  1.210  0.043  0.155
H  1.645  -1.312  1.571  0.170
H  3.251  -1.341  -0.229  0.099
H  2.105  -0.846  -1.452  0.097
H  1.958  -2.420  -0.579  0.099
H  -0.463  -1.782  0.017  0.151
H  -0.186  -0.166  -0.590  0.088
H  -0.646  -0.435  2.277  0.128
H  -2.534  -0.069  0.059  0.087
H  -2.751  -1.248  1.348  0.093
H  -2.869  0.525  1.626  0.095
H  -0.097  1.062  -3.284  0.063
H  -1.551  1.332  -2.926  0.063
O  -0.813  0.744  -2.721  -0.049
H  -0.616  1.890  0.611  0.013
H  -0.735  2.058  -0.979  0.014
O  -0.345  2.400  -0.166  -0.041

=====

No. 4
One molecule with the formula C4H7NO2, computed with the ωB97M-V functional and the def2-TZVPD basis.

## Properties
**E_tot**: -9845.924 eV
**2S+1**: 1
**Maximum force**: 0.010 hartree/bohr
**HOMO-LUMO gap**: 10.00 eV
**Highest occupied orbital energy**: -9.242 eV
**Relative energy (zero: lowest compared OMol25 entry of this formula, charge and spin)**: 31.3 kcal/mol

Last column: Löwdin charge in e.
Geometry (Å):
O  2.151  0.028  -0.002  -0.008
C  0.872  0.039  0.575  -0.312
C  0.046  1.267  0.161  -0.140
N  -1.144  0.800  -0.586  -0.050
C  -1.358  -0.598  -0.219  -0.132
C  0.036  -1.128  0.045  -0.322
O  0.497  -2.213  -0.223  0.110
H  2.378  -0.907  -0.123  0.094
H  0.935  -0.053  1.673  0.157
H  -0.285  1.834  1.038  0.113
H  0.659  1.919  -0.466  0.126
H  -0.957  0.843  -1.579  0.105
H  -1.871  -1.171  -0.992  0.129
H  -1.958  -0.660  0.697  0.129

=====

> Which value of relative energy (zero: lowest compared OMol25 entry of this formula, charge and spin) does entry 4 give?

31.3 kcal/mol

=====

> Which of these has the highest 2S+1?

C4H16N2O2